No. 1
Here is a cluster of 2 separate species, C3H8S in total in a non-equilibrium geometry from the Open Molecules 2025 dataset. Energies are from ωB97M-V/def2-TZVPD.

The geometry in ORCA input format:
```
! wB97M-V def2-TZVPD RIJCOSX def2/J DEFGRID3
* xyz 0 1
C 0.48022 -0.95072 1.07943
C 1.29329 -0.47336 0.09912
C 1.10507 0.83850 -0.54696
H 0.49772 -1.96270 1.40886
H -0.37045 -0.33498 1.45448
H 1.91948 -1.14454 -0.43863
H 0.30577 0.87435 -1.29790
H 0.81987 1.59050 0.17589
H 1.97693 1.27525 -1.02178
S -2.73354 -0.39787 0.08447
H -2.00447 -0.10381 -1.04316
H -3.28990 0.78940 0.04620
*
```

The calculation puts the electronic energy at -14074.764 eV. As for the SMILES: C=CC.S. As for the HOMO-LUMO gap: 10.169 eV. The value obtained for the LUMO energy is 0.837 eV. The calculation puts the energy relative to the best compared isomer or geometry (same formula, charge and spin) at 1.157 eV.

These are the Löwdin partial charges, in e, on atoms 1 to 5: C -0.04; C -0.24; C -0.14; H 0.04; H 0.02

***

No. 2
Here is a structure of composition C3H11O4 in a non-equilibrium geometry from the Open Molecules 2025 dataset. Energies are from ωB97M-V/def2-TZVPD.

The geometry in ORCA input format:
```
! wB97M-V def2-TZVPD RIJCOSX def2/J DEFGRID3
* xyz -1 1
C 0.60510 -2.08507 -0.38673
O 0.02387 -1.49340 -1.50714
C 1.58250 -1.03781 0.26117
C 0.84742 0.04794 1.22806
O -0.55825 -0.03463 1.06164
H -0.15167 -2.39812 0.38518
H 1.19737 -2.94252 -0.63071
H 2.01334 -0.28453 -0.45315
H 2.32250 -1.51730 0.97148
H 1.14037 0.09798 2.38062
H 1.26646 0.94556 0.83608
H -0.81395 0.45420 0.00110
H -0.65919 -0.78178 -1.34265
H -0.69900 1.30386 -1.50740
O -1.36431 0.85085 -1.01019
H -1.51089 2.71827 -0.12428
H -0.68650 2.10909 0.79869
O -0.80862 3.02036 0.48392
*
```

The calculation puts the electronic energy at -11479.242 eV. As for the HOMO-LUMO gap: 8.812 eV. The value obtained for the LUMO energy is 4.165 eV. The calculation puts the energy relative to the best compared isomer or geometry (same formula, charge and spin) at 1.538 eV.

These are the Löwdin partial charges, in e, on atoms 1 to 5: C -0.31; O -0.12; C -0.15; C -0.33; O -0.26

***

No. 3
Here is an isolated molecule of C4H7N3O2 in a non-equilibrium geometry from the Open Molecules 2025 dataset. Energies are from ωB97M-V/def2-TZVPD.

The geometry in ORCA input format:
```
! wB97M-V def2-TZVPD RIJCOSX def2/J DEFGRID3
* xyz 0 1
N 2.68655 0.71123 1.36733
C 1.59929 0.29071 0.64804
N 1.61126 -0.69676 -0.19429
C 0.29043 -0.76994 -0.57504
N -0.19280 -1.97971 -1.16956
C -0.47222 0.16236 0.16417
C -1.96963 0.37481 0.19360
O -2.15393 1.62872 -0.29368
O 0.35061 0.87720 0.94622
H 2.62354 1.77718 1.63724
H 3.49209 0.56610 0.75891
H 0.47581 -2.69383 -1.05766
H -0.48159 -1.85581 -2.19113
H -2.64493 -0.32470 -0.34951
H -2.38713 0.29711 1.18065
H -2.82735 1.63532 -1.06529
*
```

The calculation puts the electronic energy at -12825.362 eV. As for the SMILES: Nc1nc(N)c(CO)o1. As for the HOMO-LUMO gap: 8.259 eV. The value obtained for the LUMO energy is 0.726 eV. The calculation puts the energy relative to the best compared isomer or geometry (same formula, charge and spin) at 2.168 eV.

These are the Löwdin partial charges, in e, on atoms 1 to 5: N 0.12; C -0.44; N 0.16; C -0.32; N 0.07

***

No. 4
Here is a cluster of 2 separate species, C4H8O2 in total from the Open Molecules 2025 dataset. Energies are from ωB97M-V/def2-TZVPD.

The geometry in ORCA input format:
```
! wB97M-V def2-TZVPD RIJCOSX def2/J DEFGRID3
* xyz 0 1
C -1.34224 1.22211 0.64018
C -0.16784 -1.45613 0.29768
C 1.29022 -1.67657 0.46588
O -0.13586 0.77295 0.01150
C 0.14996 1.27277 -1.20509
O 1.09943 0.91200 -1.83764
H -1.48354 0.55242 1.48596
H -1.23296 2.26025 0.96733
H -2.19219 1.12191 -0.04169
H -0.35107 -1.53267 -0.79666
H 1.95332 -1.31922 -0.33216
H 1.31713 -2.78467 0.44135
H 1.67107 -1.37949 1.44841
H -0.57545 2.03434 -1.54505
*
```

The calculation puts the electronic energy at -8368.264 eV. As for the HOMO-LUMO gap: 8.992 eV. The value obtained for the LUMO energy is 0.701 eV. The calculation puts the energy relative to the best compared isomer or geometry (same formula, charge and spin) at 5.017 eV.

These are the Löwdin partial charges, in e, on atoms 1 to 5: C -0.06; C 0.05; C -0.23; O -0.17; C -0.34

***

No. 5
Here is a structure of composition C20H21BrF4MnNO2 from the Open Molecules 2025 dataset. Energies are from ωB97M-V/def2-TZVPD.

The geometry in ORCA input format:
```
! wB97M-V def2-TZVPD RIJCOSX def2/J DEFGRID3
* xyz 0 5
Mn -2.09412 0.33609 0.38703
C 2.72755 -2.32670 0.84742
C 1.36819 -2.06600 0.20210
C 0.83356 -3.32130 -0.49100
C 1.40790 -0.90846 -0.77748
C 2.24048 -1.00219 -1.88382
C 2.23563 -0.03411 -2.87382
C 1.39048 1.05460 -2.76279
C 0.56437 1.21461 -1.65485
C -0.33270 2.42942 -1.55908
C -1.62218 2.20719 -2.35335
C 0.34536 3.72174 -2.01320
C 0.58168 0.22851 -0.65449
N -0.25652 0.35610 0.49495
C 0.31610 0.49214 1.75927
C 1.53430 1.11721 2.01191
C 2.02539 1.20114 3.30719
C 1.31298 0.67611 4.37644
C 0.08872 0.05516 4.15104
C -0.36321 -0.01855 2.85897
F -1.57349 -0.62525 2.60798
H 2.63162 -3.05774 1.65051
H 3.15029 -1.41489 1.26926
H 3.44065 -2.72498 0.12268
H 0.66615 -1.82426 0.99548
H 1.45525 -3.59880 -1.34387
H -0.18269 -3.16519 -0.85374
H 0.82192 -4.16484 0.20101
H 2.88527 -1.86554 -1.98648
H 2.88342 -0.13338 -3.73433
H 1.38708 1.80889 -3.53752
H -0.58667 2.56895 -0.50265
H -1.39070 2.11660 -3.41695
H -2.32154 3.03272 -2.21827
H -2.14269 1.28158 -2.08299
H 0.47994 3.75178 -3.09579
H 1.32302 3.84377 -1.54854
H -0.27134 4.57755 -1.73961
H 2.09144 1.52777 1.18012
H 2.97246 1.69275 3.48204
H 1.69970 0.74902 5.38222
H -0.50574 -0.36276 4.94972
Br -2.57545 2.28812 1.56786
F -5.43122 -1.74266 1.15970
C -4.85674 -2.09029 0.00681
F -4.41766 -3.34144 0.10675
F -5.77397 -2.03231 -0.96162
C -3.69966 -1.11658 -0.29740
O -2.51157 -1.51020 -0.39368
O -3.95105 0.11887 -0.34119
*
```

The calculation puts the electronic energy at -138901.102 eV. As for the HOMO-LUMO gap (spin up / spin down): 6.276 / 7.777 eV. The value obtained for the LUMO energy (spin up / spin down) is -1.877 / -0.674 eV. The calculation puts the energy relative to the best compared isomer or geometry (same formula, charge and spin) at 0.000 eV.

These are the Löwdin partial charges, in e, on atoms 1 to 5: Mn 0.68; C -0.05; C -0.37; C -0.05; C -0.13

***

No. 6
Here is a cluster of 2 separate species, C3H8S2 in total in a non-equilibrium geometry from the Open Molecules 2025 dataset. Energies are from ωB97M-V/def2-TZVPD.

The geometry in ORCA input format:
```
! wB97M-V def2-TZVPD RIJCOSX def2/J DEFGRID3
* xyz 0 1
C 2.61720 0.42198 -1.39709
C 1.60741 0.81940 -2.19300
H 2.66750 -0.64085 -1.19254
H 3.21656 1.20633 -0.96042
H 0.73749 0.18757 -2.33838
H 1.69590 1.74921 -2.74130
C -1.59650 -1.61318 -0.58117
S -0.59954 -0.96107 0.89165
S -0.58601 1.08058 1.23808
H -1.28479 -2.65168 -0.64730
H -1.15437 -1.07049 -1.41801
H -2.65146 -1.42306 -0.43025
H -0.51850 1.43713 -0.02942
*
```

The calculation puts the electronic energy at -24909.299 eV. As for the SMILES: C=C.CSS. As for the HOMO-LUMO gap: 8.860 eV. The value obtained for the LUMO energy is 0.549 eV. The calculation puts the energy relative to the best compared isomer or geometry (same formula, charge and spin) at 2.098 eV.

These are the Löwdin partial charges, in e, on atoms 1 to 5: C -0.06; C -0.09; H 0.05; H 0.05; H 0.03

***

Question: Among the records above, which one has the highest energy relative to the best compared isomer or geometry (same formula, charge and spin)?
Answer: C4H8O2